This record from the OMol25 dataset describes a cluster of 3 separate species, C12H29NO3 in total in a non-equilibrium geometry. The level of theory is wB97M-V/def2-TZVPD.

Properties
Multiplicity: 1
E_HOMO in eV: -8.27
E in eV: -20545.558
SMILES: CC1(C)CCCC(C)(C)N1O.CC(C)O.O
Relative energy (zero: lowest compared OMol25 entry of this formula, charge and spin) in eV: 0.234
Frontier orbital gap in eV: 8.6
LUMO energy in hartree: 0.014

Last column: natural (NBO) charge in e.
Geometry (Å):
C: 0.3823 -3.5522 -2.6269  -0.61
C: 0.6760 -2.8975 -1.2829  0.11
C: 1.9676 -3.4851 -0.7086  -0.63
C: 0.8772 -1.3978 -1.5183  -0.40
C: 0.6730 -0.5389 -0.2816  -0.40
C: -0.6659 -0.8187 0.3832  -0.39
C: -0.8342 -2.2919 0.7469  0.11
C: 0.0444 -2.6338 1.9707  -0.64
C: -2.2837 -2.5132 1.1611  -0.61
N: -0.5087 -3.0524 -0.4444  -0.21
O: -0.9374 -4.4032 -0.3383  -0.59
H: 0.0286 -4.5710 -2.4864  0.22
H: 1.2945 -3.6001 -3.2281  0.21
H: -0.3425 -2.9973 -3.2239  0.21
H: 2.7671 -3.4157 -1.4503  0.21
H: 1.8607 -4.5500 -0.4843  0.22
H: 2.3046 -2.9681 0.1858  0.20
H: 1.9164 -1.2522 -1.8342  0.21
H: 0.2703 -1.0603 -2.3598  0.21
H: 0.7101 0.5189 -0.5529  0.21
H: 1.4308 -0.7321 0.4817  0.20
H: -1.5092 -0.4161 -0.1863  0.20
H: -0.6980 -0.2472 1.3205  0.20
H: 1.0978 -2.7353 1.7345  0.21
H: -0.0711 -1.8916 2.7641  0.21
H: -0.2803 -3.5867 2.3976  0.22
H: -2.4628 -2.0145 2.1129  0.21
H: -3.0023 -2.1725 0.4101  0.21
H: -2.5216 -3.5722 1.2828  0.22
H: -1.6533 -4.4639 -0.9780  0.47
C: 1.4273 4.8024 1.4565  -0.63
C: 0.3480 5.0882 0.4343  0.09
C: -0.6933 6.0444 0.9505  -0.62
O: 0.8983 5.6979 -0.7365  -0.72
H: 1.0915 4.1103 2.2275  0.21
H: 1.7458 5.7249 1.9471  0.21
H: 2.3192 4.4211 0.9521  0.21
H: -0.1681 4.1596 0.1672  0.14
H: -0.2656 6.9583 1.3707  0.21
H: -1.2594 5.5753 1.7596  0.21
H: -1.3682 6.3719 0.1600  0.22
H: 1.4857 5.0598 -1.1504  0.46
O: -2.4152 3.0743 -0.8932  -0.93
H: -1.8299 3.7912 -1.1540  0.47
H: -1.8465 2.4332 -0.4581  0.47

=====

This record from the OMol25 dataset describes a structure of composition C50H47BN7O4S2SbTi in a non-equilibrium geometry. The level of theory is wB97M-V/def2-TZVPD.

Properties
Charge: -2
Multiplicity: 1
E_HOMO in eV: -0.73
E in eV: -123240.837
Relative energy (zero: lowest compared OMol25 entry of this formula, charge and spin) in eV: 1.763
Frontier orbital gap in eV: 3.9
LUMO energy in hartree: 0.117

Last column: Löwdin charge in e.
Geometry (Å):
Ti: -0.2710 1.3336 0.1091  0.83
C: -0.0303 4.3208 2.0001  -0.01
C: 0.4950 3.0620 2.5909  -0.30
C: 0.9365 2.8744 3.9054  0.03
C: 1.3665 1.5645 3.9658  -0.27
C: 1.9107 0.8166 5.1306  -0.02
N: 1.1982 1.0244 2.7434  0.05
N: 0.6538 1.9291 1.9185  0.02
B: 1.5674 -0.3794 2.2328  -0.53
N: 2.2220 -0.2505 0.8520  0.05
N: 1.5870 0.3040 -0.1988  0.01
C: 2.3993 0.2115 -1.2518  -0.31
C: 2.1249 0.7744 -2.5992  -0.04
C: 3.5751 -0.4460 -0.8730  0.02
C: 3.4277 -0.7137 0.4720  -0.28
C: 4.4115 -1.3576 1.3851  -0.03
N: 0.2640 -1.1556 2.0522  0.04
N: -0.6819 -0.6619 1.2301  0.02
C: -1.7804 -1.3914 1.4161  -0.38
C: -3.0781 -1.1546 0.7365  -0.07
C: -1.5260 -2.3968 2.3579  0.02
C: -0.2179 -2.2051 2.7474  -0.27
C: 0.5585 -2.9729 3.7599  -0.03
H: 0.6376 5.1475 2.2418  0.08
H: -1.0177 4.5485 2.4043  0.10
H: -0.1152 4.2260 0.9184  0.06
H: 0.9222 3.5916 4.7012  0.11
H: 1.9412 1.4725 5.9965  0.08
H: 2.9160 0.4486 4.9281  0.07
H: 1.2714 -0.0338 5.3617  0.08
H: 2.2900 -0.9270 2.9932  0.12
H: 1.0509 0.8279 -2.7858  -0.01
H: 2.6082 0.1587 -3.3568  0.07
H: 2.5282 1.7860 -2.6637  0.07
H: 4.4132 -0.6864 -1.4991  0.11
H: 5.3040 -1.6318 0.8251  0.08
H: 3.9932 -2.2515 1.8448  0.08
H: 4.6945 -0.6624 2.1735  0.07
H: -3.0044 -0.2884 0.0787  0.03
H: -3.8395 -0.9586 1.4915  0.07
H: -3.3723 -2.0448 0.1721  0.06
H: -2.2185 -3.1319 2.7196  0.11
H: -0.0244 -3.8353 4.0742  0.08
H: 0.7588 -2.3537 4.6332  0.07
H: 1.5104 -3.3188 3.3609  0.07
O: -2.3158 3.6278 0.0689  0.03
C: -2.6371 2.6622 0.7600  -0.56
O: -1.8641 1.6488 0.9387  -0.21
C: -3.9899 2.6339 1.3999  -0.16
C: -4.9711 3.3838 0.7572  -0.06
C: -6.2669 3.4520 1.2284  -0.14
C: -6.5892 2.7582 2.3903  -0.14
C: -5.6371 2.0134 3.0426  -0.17
C: -4.3118 1.9271 2.5798  -0.72
S: -3.1895 1.0359 3.5171  0.48
H: -4.6760 3.9204 -0.1351  0.11
H: -7.0147 4.0323 0.7005  0.08
H: -7.5951 2.8056 2.7894  0.08
H: -5.8880 1.4794 3.9487  0.07
O: 0.3180 4.0586 -2.6044  0.11
C: 0.7527 3.5290 -1.5812  -0.50
O: 0.0807 2.6801 -0.8576  -0.22
C: 2.1040 3.8091 -1.0697  -0.17
C: 2.8935 4.7768 -1.7078  0.01
C: 4.1292 5.0856 -1.2095  0.00
C: 4.5907 4.4050 -0.0501  -0.16
C: 5.8196 4.6775 0.5537  -0.05
C: 6.2227 3.9934 1.6925  -0.09
C: 5.3974 3.0091 2.2247  -0.08
C: 4.1781 2.7167 1.6522  0.02
C: 3.7264 3.4113 0.5094  -0.19
N: 2.5163 3.1207 0.0157  0.22
H: 2.4891 5.2636 -2.5838  0.12
H: 4.7510 5.8372 -1.6819  0.11
H: 6.4494 5.4505 0.1237  0.10
H: 7.1717 4.2360 2.1612  0.10
H: 5.7085 2.4802 3.1182  0.10
H: 3.5279 1.9666 2.0739  0.10
S: -1.1836 0.4101 -1.9503  0.20
Sb: -0.9395 -2.1026 -1.7882  1.29
C: 0.5296 -2.7776 -3.2598  -0.37
C: 1.0681 -4.0509 -3.1528  -0.13
C: 2.0498 -4.4757 -4.0308  -0.11
C: 2.5255 -3.6151 -5.0083  -0.13
C: 2.0005 -2.3370 -5.1138  -0.11
C: 0.9990 -1.9258 -4.2502  -0.17
C: -1.6882 -4.2403 -1.1423  -0.33
C: -0.9697 -4.8980 -0.1506  -0.19
C: -1.5285 -5.9410 0.5654  -0.13
C: -2.8445 -6.3108 0.3345  -0.14
C: -3.5924 -5.6257 -0.6100  -0.12
C: -3.0134 -4.6018 -1.3402  -0.15
C: -2.5432 -2.0123 -3.3019  -0.38
C: -2.3290 -2.1895 -4.6630  -0.12
C: -3.2972 -1.8329 -5.5901  -0.11
C: -4.5073 -1.3097 -5.1744  -0.12
C: -4.7581 -1.1856 -3.8194  -0.10
C: -3.7834 -1.5288 -2.9016  -0.17
H: 0.7015 -4.7137 -2.3809  0.07
H: 2.4506 -5.4798 -3.9514  0.09
H: 3.3066 -3.9416 -5.6839  0.08
H: 2.3784 -1.6616 -5.8721  0.09
H: 0.5684 -0.9374 -4.3386  0.09
H: 0.0465 -4.5801 0.0593  0.08
H: -0.9469 -6.4617 1.3168  0.08
H: -3.2887 -7.1285 0.8894  0.08
H: -4.6319 -5.8884 -0.7724  0.09
H: -3.5953 -4.0670 -2.0822  0.07
H: -1.3888 -2.5889 -5.0198  0.08
H: -3.0954 -1.9381 -6.6495  0.09
H: -5.2465 -0.9910 -5.8986  0.09
H: -5.7046 -0.7881 -3.4779  0.10
H: -3.9888 -1.3840 -1.8520  0.08

=====

This record from the OMol25 dataset describes a structure of composition C2H3IrLiO in a non-equilibrium geometry. The level of theory is wB97M-V/def2-TZVPD.

Properties
Charge: +1
Multiplicity: 5
E_HOMO (alpha / beta) in eV: -11.48 / -12.17
<S²>: 6.015
E in eV: -7197.992
Relative energy (zero: lowest compared OMol25 entry of this formula, charge and spin) in eV: 0.079
Frontier orbital gap (alpha / beta) in eV: 7.4 / 5.8
LUMO energy (alpha / beta) in hartree: -0.149 / -0.233

Last column: Löwdin spin population.
Geometry (Å):
C: 0.7104 0.0371 0.4345  0.21
C: 1.3414 0.3158 -0.6773  0.21
O: 1.7773 0.8280 -1.6453  0.16
Li: -2.3725 0.8750 -0.2848  0.22
H: 0.7694 -0.9606 0.8449  0.00
H: 1.1285 0.6633 1.5106  -0.01
Ir: -2.4892 -2.2094 -0.5246  2.86
H: -0.8652 0.4509 0.3419  0.35

=====

This record from the OMol25 dataset describes a structure of composition C30H47CdCl2NP4 in a non-equilibrium geometry. The level of theory is wB97M-V/def2-TZVPD.

Properties
Charge: +2
Multiplicity: 1
E_HOMO in eV: -12.88
E in eV: -100114.319
Relative energy (zero: lowest compared OMol25 entry of this formula, charge and spin) in eV: 0.960
Frontier orbital gap in eV: 8.2
LUMO energy in hartree: -0.171

Last column: Löwdin charge in e.
Geometry (Å):
Cd: 0.0964 -0.2081 0.1442  1.09
C: -4.3029 0.5367 0.6160  -0.25
P: -2.8148 0.0053 -0.3367  0.81
C: -3.5400 -1.5164 -1.0991  -0.27
C: -2.8881 1.2451 -1.6836  -0.42
C: -3.7942 1.1215 -2.7295  -0.08
C: -3.8677 2.0900 -3.7144  -0.05
C: -3.0458 3.2022 -3.6489  -0.05
C: -2.1358 3.3336 -2.6153  -0.08
C: -2.0407 2.3599 -1.6266  -0.41
P: -0.7974 2.4374 -0.2814  0.73
C: 0.2618 3.8530 -0.7926  -0.28
C: -1.7377 3.3080 1.0495  -0.25
H: -5.1364 0.6896 -0.0689  0.05
H: -4.1136 1.4614 1.1533  0.02
H: -4.5603 -0.2416 1.3327  0.04
H: -4.6028 -1.3899 -1.2962  0.05
H: -3.4208 -2.3342 -0.3863  0.03
H: -3.0239 -1.7855 -2.0175  0.03
H: -4.4374 0.2580 -2.7867  0.10
H: -4.5676 1.9790 -4.5271  0.12
H: -3.1002 3.9650 -4.4093  0.12
H: -1.4997 4.2025 -2.5919  0.10
H: 0.6912 3.6798 -1.7781  0.03
H: 1.0701 3.9495 -0.0674  0.02
H: -0.3206 4.7753 -0.7871  0.06
H: -2.4592 3.9875 0.5965  0.06
H: -1.0322 3.8841 1.6472  0.04
H: -2.2425 2.5918 1.6941  0.01
Cl: 3.0195 -0.9283 -0.7635  0.58
C: 2.8507 -0.0626 -2.2883  -0.90
Cl: 1.3735 0.8887 -2.2287  0.55
H: 2.7814 -0.7858 -3.1016  0.05
H: 3.6998 0.6096 -2.4122  0.05
C: -0.2261 0.7184 4.7999  -0.24
P: -0.0945 0.0281 3.0962  0.82
C: -1.3030 -1.3578 3.3366  -0.29
C: 1.5914 -0.6823 3.2813  -0.43
C: 1.9069 -1.6987 4.1757  -0.10
C: 3.2226 -2.0877 4.3632  -0.06
C: 4.2337 -1.4678 3.6464  -0.05
C: 3.9326 -0.4556 2.7505  -0.09
C: 2.6189 -0.0348 2.5780  -0.44
P: 2.1531 1.3193 1.4288  0.74
C: 3.7869 2.0050 0.9161  -0.27
C: 1.7216 2.6631 2.6221  -0.28
H: -0.0943 -0.0815 5.5294  0.05
H: -1.2058 1.1762 4.9337  0.05
H: 0.5415 1.4689 4.9682  0.04
H: -0.9932 -2.0796 4.0925  0.04
H: -1.5011 -1.8459 2.3812  -0.01
H: -2.2345 -0.8979 3.6688  0.05
H: 1.1273 -2.1752 4.7531  0.10
H: 3.4583 -2.8680 5.0712  0.11
H: 5.2622 -1.7567 3.7985  0.12
H: 4.7311 0.0084 2.1936  0.10
H: 4.3652 1.2842 0.3427  0.01
H: 4.3490 2.3241 1.7960  0.06
H: 3.5979 2.8746 0.2852  0.04
H: 2.2910 2.5593 3.5459  0.06
H: 0.6577 2.6659 2.8430  -0.01
H: 1.9820 3.6146 2.1625  0.04
C: -0.9942 -4.5443 1.2156  0.01
N: 0.4001 -4.9562 0.9864  -0.17
C: 0.4578 -6.1834 0.1708  0.00
C: 1.2241 -3.8050 0.4554  -0.10
C: 0.7692 -3.2998 -0.8944  -0.34
C: 1.0658 -4.0951 -2.0046  -0.07
C: 0.6083 -3.7676 -3.2640  -0.06
C: -0.1517 -2.6206 -3.4193  -0.07
C: -0.3535 -1.7810 -2.3353  -0.24
C: 0.1036 -2.0729 -1.0417  -0.28
H: -1.6208 -5.4031 1.4488  0.12
H: -1.3792 -4.0614 0.3178  0.10
H: -1.0372 -3.8427 2.0450  0.08
H: 0.8139 -5.1977 1.8920  0.19
H: -0.0490 -6.0250 -0.7788  0.11
H: -0.0372 -6.9994 0.6968  0.12
H: 1.4946 -6.4681 -0.0060  0.12
H: 2.2600 -4.1476 0.4048  0.14
H: 1.1627 -3.0003 1.1969  0.11
H: 1.6870 -4.9696 -1.8861  0.11
H: 0.8408 -4.4015 -4.1053  0.12
H: -0.5511 -2.3565 -4.3866  0.12
H: -0.8950 -0.8562 -2.5092  0.05